The following is a DFT calculation (the ωB97M-V functional and the def2-TZVPD basis) of 5 unconnected molecules or ions with the total composition C45H92ClF10N5O10 at a distorted geometry.

XYZ file:
```
163
Properties=species:S:1:pos:R:3:forces:R:3
C -1.252 -0.639 0.408 0.316 0.340 0.058
C -0.494 0.610 1.108 -0.209 -0.873 0.955
C -1.449 1.276 2.219 -0.289 1.106 -1.978
C -2.641 2.062 1.420 -0.053 -0.450 1.134
C -3.362 3.093 2.428 0.856 0.668 -0.663
C -3.442 4.531 1.712 -0.923 -0.191 0.171
C -4.705 4.673 0.728 -0.034 1.157 0.086
C -4.551 6.091 -0.043 0.187 -1.340 -0.429
C -3.677 5.815 -1.373 0.144 0.713 0.760
C -2.452 6.862 -1.463 -0.556 -0.553 -1.392
C -2.353 7.420 -2.976 1.377 0.167 0.037
C -0.893 7.028 -3.533 -0.030 0.275 0.490
C -0.750 5.447 -3.880 0.770 1.357 -0.998
N 0.589 5.032 -3.343 -0.928 -0.346 -0.253
C -0.770 5.344 -5.518 -0.561 2.552 2.430
O -1.387 4.111 -5.856 1.424 -0.464 -2.049
C -0.829 3.391 -6.997 -0.118 0.792 1.542
C -0.352 4.315 -8.208 0.292 0.513 -0.717
C -1.503 5.105 -8.997 -0.229 -0.951 -5.141
O -1.566 4.967 -10.251 0.447 0.652 5.680
Cl -2.738 6.230 -8.266 1.419 -1.110 -0.151
C 0.434 2.602 -6.376 0.932 -0.304 1.565
F 0.140 2.139 -5.045 0.488 0.902 -3.418
F 1.591 3.451 -6.200 -2.789 -1.557 -0.793
C 0.986 1.349 -7.195 3.337 -2.440 0.586
F 1.619 1.701 -8.435 -2.437 -0.814 2.944
F 0.114 0.252 -7.307 1.769 3.212 -0.282
F 2.087 0.846 -6.408 -2.655 1.167 -1.815
C -2.087 2.420 -7.352 -1.849 1.051 2.343
F -2.302 1.420 -6.340 1.080 2.258 -2.739
F -3.247 3.271 -7.205 2.555 -2.043 -0.799
C -2.184 1.807 -8.801 -2.468 -2.895 -3.071
F -2.791 0.507 -8.667 1.625 3.114 -0.225
F -3.097 2.517 -9.647 2.690 -1.431 2.362
F -1.020 1.608 -9.543 -2.207 0.867 2.113
H -1.297 -0.431 -0.725 -0.022 -0.705 1.761
H -0.723 -1.637 0.642 -0.778 1.613 -0.554
H -2.315 -0.718 0.819 1.405 0.081 -0.684
H 0.465 0.246 1.643 -1.444 0.550 -1.058
H -0.220 1.367 0.299 -0.308 -0.849 1.285
H -1.939 0.502 2.901 0.962 1.048 -0.749
H -0.874 2.095 2.784 -0.783 -1.443 -0.521
H -3.373 1.278 1.016 0.966 1.226 0.441
H -2.216 2.660 0.542 -0.455 -0.964 1.173
H -4.396 2.754 2.769 1.407 0.445 -0.451
H -2.672 3.215 3.342 -1.207 -0.275 -1.220
H -2.497 4.734 1.099 -1.136 -0.353 0.899
H -3.515 5.358 2.507 0.039 -1.134 -1.176
H -4.728 3.861 -0.080 -0.046 0.935 1.375
H -5.698 4.678 1.314 1.591 -0.280 -0.753
H -3.982 6.803 0.647 -0.995 -0.803 -0.979
H -5.564 6.531 -0.368 1.539 -0.591 0.745
H -4.381 5.895 -2.281 1.254 -0.125 1.307
H -3.223 4.752 -1.358 -0.853 1.595 0.007
H -2.542 7.753 -0.753 -0.057 -1.399 -0.876
H -1.490 6.291 -1.224 -1.269 0.927 -0.203
H -2.455 8.557 -2.943 0.110 -1.510 -0.260
H -3.144 7.003 -3.687 0.910 0.515 1.142
H -0.575 7.677 -4.433 -0.593 -1.041 1.160
H -0.146 7.290 -2.691 -1.097 -0.563 -1.369
H -1.619 4.826 -3.457 1.449 0.892 -0.507
H 1.331 5.520 -3.874 -0.610 -0.658 0.485
H 0.717 4.010 -3.382 0.057 0.806 -0.239
H -1.393 6.267 -5.844 0.731 -1.842 0.006
H 0.298 5.552 -5.842 -1.252 -0.796 0.142
H 0.207 3.698 -9.015 -1.282 0.878 1.296
H 0.433 5.115 -7.920 -1.450 -1.404 0.090
C 0.589 -3.729 2.664 0.122 0.263 -0.043
O 0.775 -2.444 3.244 -0.231 -0.396 0.221
C 0.520 -2.427 4.652 0.246 0.626 0.008
C 1.818 -2.205 5.430 -0.154 -0.529 -0.419
N 2.681 -3.384 5.355 0.061 0.238 0.183
C 4.040 -3.152 5.853 -0.047 -0.085 -0.352
C 4.907 -2.131 5.097 0.309 -0.279 0.269
O 5.266 -2.541 3.780 -0.245 0.297 0.215
C 4.294 -2.256 2.785 0.273 -0.283 -0.142
H 0.640 -3.621 1.580 0.041 0.079 0.043
H 1.372 -4.419 2.981 -0.171 -0.187 -0.002
H -0.396 -4.137 2.920 0.099 -0.068 0.037
H -0.005 -3.328 4.989 0.195 -0.049 -0.118
H -0.142 -1.574 4.834 0.020 -0.041 0.046
H 1.578 -1.999 6.476 0.038 -0.006 0.026
H 2.310 -1.324 5.005 -0.135 0.212 0.047
H 2.746 -3.691 4.391 -0.073 0.029 0.071
H 4.555 -4.118 5.820 0.045 0.106 0.010
H 3.985 -2.861 6.908 -0.030 0.079 -0.055
H 5.850 -2.042 5.645 -0.144 0.063 -0.097
H 4.470 -1.127 5.089 -0.155 -0.041 -0.127
H 3.730 -1.346 3.001 -0.055 -0.063 0.072
H 3.617 -3.106 2.665 -0.199 0.159 -0.054
H 4.813 -2.123 1.833 0.058 0.022 0.106
C 7.574 -3.353 6.923 0.102 0.226 -0.036
O 7.761 -2.070 7.506 -0.212 -0.500 0.186
C 7.503 -2.052 8.914 0.244 0.614 0.067
C 8.800 -1.831 9.695 -0.147 -0.529 -0.432
N 9.662 -3.012 9.624 0.050 0.269 0.162
C 11.019 -2.782 10.126 -0.020 -0.127 -0.306
C 11.890 -1.763 9.371 0.276 -0.317 0.223
O 12.253 -2.173 8.056 -0.261 0.319 0.219
C 11.285 -1.887 7.058 0.282 -0.268 -0.126
H 7.628 -3.244 5.840 0.061 0.048 0.054
H 8.357 -4.047 7.241 -0.084 -0.168 0.039
H 6.589 -3.759 7.177 0.112 -0.071 0.033
H 6.975 -2.951 9.250 0.193 -0.044 -0.121
H 6.842 -1.197 9.094 0.022 -0.048 0.037
H 8.558 -1.624 10.741 0.035 -0.007 0.021
H 9.295 -0.952 9.271 -0.140 0.214 0.048
H 9.729 -3.319 8.661 -0.054 0.040 0.074
H 11.532 -3.748 10.095 0.048 0.128 0.022
H 10.962 -2.490 11.180 -0.033 0.069 -0.070
H 12.832 -1.675 9.922 -0.033 -0.044 -0.064
H 11.455 -0.758 9.361 -0.149 -0.033 -0.128
H 10.721 -0.976 7.272 -0.057 -0.062 0.068
H 10.607 -2.735 6.935 -0.195 0.157 -0.055
H 11.807 -1.754 6.108 0.055 0.020 0.108
C -10.093 3.337 -10.788 -0.053 -0.251 0.202
O -9.511 2.286 -10.027 0.121 0.279 -0.507
C -8.275 1.816 -10.576 0.144 -0.365 0.546
C -7.105 2.190 -9.665 -0.430 0.442 -0.327
N -6.852 3.631 -9.703 0.128 -0.208 0.151
C -5.923 4.093 -8.667 -0.299 0.152 -0.008
C -6.361 3.931 -7.201 0.339 0.369 -0.075
O -7.465 4.753 -6.832 0.069 -0.430 -0.038
C -8.739 4.205 -7.135 0.002 0.408 0.087
H -11.096 3.519 -10.400 0.066 -0.059 0.068
H -9.512 4.258 -10.694 0.000 0.087 -0.176
H -10.181 3.055 -11.843 0.059 0.093 0.037
H -8.118 2.166 -11.602 -0.044 0.168 0.153
H -8.350 0.724 -10.610 0.039 0.046 -0.023
H -6.209 1.658 -9.995 0.040 0.021 0.021
H -7.356 1.858 -8.653 -0.005 -0.263 0.014
H -7.727 4.128 -9.587 0.045 -0.091 -0.038
H -5.755 5.160 -8.850 0.028 -0.072 0.101
H -4.961 3.596 -8.808 -0.181 -0.006 0.023
H -5.525 4.264 -6.578 -0.077 0.032 -0.028
H -6.542 2.887 -6.925 -0.164 -0.031 -0.090
H -8.750 3.115 -7.071 0.046 0.002 -0.102
H -9.065 4.533 -8.125 -0.122 -0.225 -0.041
H -9.458 4.601 -6.414 0.116 -0.008 0.031
C 1.923 -9.755 6.731 0.042 -0.206 -0.227
O 1.297 -10.428 5.646 -0.190 0.213 0.508
C -0.116 -10.576 5.820 -0.067 -0.209 -0.623
C -0.875 -9.707 4.816 0.437 0.210 0.492
N -0.740 -8.288 5.145 -0.164 -0.111 -0.253
C -1.219 -7.391 4.090 0.315 0.036 0.116
C -0.484 -7.428 2.740 -0.235 0.418 0.067
O 0.853 -6.941 2.795 -0.226 -0.413 -0.083
C 1.817 -7.902 3.198 0.176 0.364 0.039
H 3.003 -9.831 6.597 -0.062 -0.023 -0.092
H 1.649 -8.698 6.748 -0.018 0.053 0.188
H 1.664 -10.225 7.686 -0.020 0.111 -0.028
H -0.430 -10.374 6.850 0.122 0.168 -0.099
H -0.343 -11.626 5.608 -0.034 0.054 0.024
H -1.933 -9.982 4.832 -0.020 0.034 -0.018
H -0.473 -9.925 3.822 -0.060 -0.245 -0.071
H 0.235 -8.076 5.320 -0.079 -0.057 0.019
H -1.141 -6.372 4.485 -0.021 -0.035 -0.118
H -2.285 -7.580 3.921 0.067 -0.070 -0.037
H -1.017 -6.749 2.065 0.059 0.003 0.041
H -0.522 -8.413 2.263 0.126 -0.088 0.118
H 1.556 -8.914 2.880 -0.068 0.008 0.082
H 1.956 -7.866 4.282 0.037 -0.244 0.003
H 2.774 -7.634 2.744 -0.104 0.034 -0.056
```
Forces are in eV/Å.

Results
HOMO energy   -8.507 eV
Lowest unoccupied orbital energy   -0.33 eV
Net charge   0